No. 1
This record from the OMol25 dataset describes a gas-phase ion, C5H13N2 (charge +1) at a distorted geometry. The level of theory is wB97M-V/def2-TZVPD.

As for the gap between HOMO and LUMO: 10.9 eV. As for the spin multiplicity: 1. Its energy above the lowest of the compared OMol25 structures with the same formula, charge and spin is 315.0 kJ/mol. The charge is +1. The LUMO energy is -3.88 eV.

Cartesian coordinates (Å):
C (-1.96308, -1.45447, -0.70773)
C (-1.57417, -0.44150, 0.39110)
C (-0.72368, 0.77593, 0.01678)
C (0.37966, 0.64120, -1.08677)
N (1.87009, 0.95111, -0.68039)
C (2.28844, 0.62455, 0.60227)
N (1.62526, 0.16894, 1.60636)
H (-2.81649, -1.14448, -1.21895)
H (-1.08849, -1.67205, -1.36170)
H (-2.26935, -2.36124, -0.25467)
H (-2.46854, -0.22544, 0.97696)
H (-0.94217, -1.06109, 1.10096)
H (-0.38775, 1.17588, 1.07964)
H (-1.28245, 1.75768, -0.28317)
H (0.42640, -0.42391, -1.19666)
H (0.19341, 1.16810, -1.94828)
H (2.65434, 1.20165, -1.38566)
H (3.25838, 0.55616, 0.50423)
H (0.64560, 0.31450, 1.79694)
H (2.17458, -0.55152, 2.04875)

Forces on atoms 1 to 3 (eV/Å):
C 1.94 0.68 0.46
C 0.95 -1.95 0.18
C -0.58 4.35 1.46


No. 2
This record from the OMol25 dataset describes C4H6ClNS in the gas phase at a distorted geometry. The level of theory is wB97M-V/def2-TZVPD.

As for the gap between HOMO and LUMO: 9.1 eV. As for the spin multiplicity: 1. Its energy above the lowest of the compared OMol25 structures with the same formula, charge and spin is 93.5 kJ/mol. The charge is 0. The LUMO energy is 0.67 eV.

Cartesian coordinates (Å):
S (-0.72784, -1.49916, -2.18513)
C (-0.07302, -0.91699, -0.80089)
N (1.14768, -1.12776, -0.26348)
C (0.91022, -0.29294, 0.96392)
C (-0.57738, -0.07111, 0.34350)
C (-0.97261, 1.28810, -0.06088)
Cl (0.45354, 2.09304, -0.66846)
H (1.91986, -1.61640, -0.86689)
H (1.02130, -0.84543, 1.90756)
H (1.50795, 0.56897, 0.99097)
H (-1.35932, -0.68251, 0.84224)
H (-1.58766, 1.92892, 0.74919)
H (-1.66272, 1.17325, -0.95165)

Forces on atoms 1 to 3 (eV/Å):
S 0.01 0.38 0.26
C 0.73 -0.91 -0.65
N 0.44 -0.69 -1.67


No. 3
This record from the OMol25 dataset describes 2 unconnected molecules or ions with the total composition C3H3NO at a distorted geometry. The level of theory is wB97M-V/def2-TZVPD.

As for the gap between HOMO and LUMO: 8.5 eV. As for the spin multiplicity: 1. Its energy above the lowest of the compared OMol25 structures with the same formula, charge and spin is 322.4 kJ/mol. The charge is 0. The LUMO energy is 0.34 eV.

Cartesian coordinates (Å):
C (0.17193, -1.04214, 0.32361)
C (2.49782, 0.06007, -0.68827)
C (-1.79906, 0.34171, -0.03452)
N (-0.69448, -0.25692, 0.12192)
O (3.08309, 0.26517, 0.26623)
H (1.22510, -0.65477, 0.07069)
H (-2.25081, 0.49855, -0.94467)
H (-2.23359, 0.78833, 0.88502)

Forces on atoms 1 to 3 (eV/Å):
C 3.36 -1.33 -0.28
C 1.75 0.83 0.64
C 0.15 1.05 3.21


No. 4
This record from the OMol25 dataset describes a molecular structure, C14H26NOPSn at a distorted geometry. The level of theory is wB97M-V/def2-TZVPD.

As for the gap between HOMO and LUMO (spin up / spin down): 6.1 / 5.9 eV. As for the spin multiplicity: 1. Its energy above the lowest of the compared OMol25 structures with the same formula, charge and spin is 21.5 kJ/mol. The charge is +2. The LUMO energy (spin up / spin down) is -9.20 / -9.54 eV.

Cartesian coordinates (Å):
C (2.17155, -2.42664, 1.83766)
C (2.23470, -1.04259, 1.96093)
C (1.11354, -0.26089, 1.64422)
C (-0.07471, -0.91160, 1.34710)
C (-0.12460, -2.27250, 1.08619)
C (1.01064, -3.04290, 1.36235)
C (1.22995, 1.23301, 1.56882)
C (2.39336, 1.63583, 0.63729)
N (2.26007, 1.05276, -0.68278)
Sn (-2.03166, 0.07058, 1.70094)
C (-1.40070, -2.88959, 0.56568)
P (-2.47022, -1.59103, -0.18523)
H (3.14526, -0.54488, 2.29810)
H (0.95849, -4.11869, 1.20518)
H (3.03535, -3.03626, 2.10617)
H (-1.96952, -3.38098, 1.37283)
H (-1.22757, -3.62385, -0.23562)
H (0.30117, 1.67728, 1.17219)
H (1.41309, 1.66297, 2.56783)
H (2.41700, 2.73827, 0.54844)
C (-4.02817, -2.40148, -0.54645)
C (-1.65285, -1.19687, -1.76099)
H (3.34690, 1.28185, 1.05850)
C (3.35212, 0.26153, -1.16886)
C (1.49908, 1.75122, -1.68314)
H (-1.69202, 1.62810, 0.82704)
H (4.26959, 0.86845, -1.28873)
H (3.57247, -0.55468, -0.46354)
H (3.08507, -0.16049, -2.14672)
H (2.04997, 2.63841, -2.05170)
H (1.36548, 1.07329, -2.53980)
H (0.51788, 2.08951, -1.30442)
H (-1.16718, -2.08411, -2.19536)
H (-2.40702, -0.81203, -2.46251)
H (-0.89471, -0.41574, -1.61497)
H (-3.83598, -3.43048, -0.88250)
H (-4.66204, -2.42231, 0.34963)
H (-4.54841, -1.84165, -1.33404)
H (-1.59434, 2.32217, 0.21540)
C (-2.23263, 4.12691, -0.56466)
O (-1.33755, 3.03004, -0.59137)
H (-1.61576, 5.03950, -0.59786)
H (-2.89044, 4.14932, 0.33816)
H (-2.88463, 4.13128, -1.46941)

Forces on atoms 1 to 3 (eV/Å):
C -0.05 -0.30 0.12
C -0.26 0.28 -0.36
C 0.72 -0.64 0.51


No. 5
This record from the OMol25 dataset describes 6 unconnected molecules or ions with the total composition C22H51N8O5 at a distorted geometry. The level of theory is wB97M-V/def2-TZVPD.

As for the gap between HOMO and LUMO: 6.7 eV. As for the spin multiplicity: 1. The charge is +1. The LUMO energy is -3.54 eV.

Cartesian coordinates (Å):
C (0.45791, 1.16487, -0.81642)
C (0.46069, 2.46755, 0.08852)
C (1.26042, 3.65153, -0.62688)
C (-0.96668, 2.96283, 0.53488)
C (-1.76901, 3.74450, -0.57678)
C (-2.15125, 3.00009, -1.92003)
N (-3.55953, 2.55684, -1.80557)
C (-4.04689, 2.91098, -0.52448)
N (-5.11822, 2.49302, 0.10156)
N (-3.14231, 3.86427, 0.00420)
H (-0.55745, 0.77076, -1.06577)
H (0.99221, 0.33018, -0.28274)
H (1.08440, 1.38523, -1.72094)
H (1.05099, 2.21746, 1.00942)
H (0.83910, 4.64010, -0.31466)
H (1.30457, 3.51757, -1.73741)
H (2.31616, 3.60161, -0.24806)
H (-1.59882, 2.15531, 1.00526)
H (-0.79634, 3.70858, 1.36696)
H (-1.28947, 4.69698, -0.90213)
H (-1.56041, 2.11524, -2.24949)
H (-2.11202, 3.76948, -2.74430)
H (-4.16903, 2.75282, -2.59533)
H (-5.38047, 2.85778, 1.01316)
H (-5.73010, 1.84170, -0.38551)
H (-3.49303, 4.80772, 0.16049)
C (-2.59802, -1.79132, -0.30037)
O (-2.02636, -2.62114, 0.37766)
N (-3.57591, -2.05562, -1.19847)
C (-4.20912, -1.00841, -1.96863)
C (-4.00150, -3.43324, -1.39444)
H (-2.35291, -0.71688, -0.23137)
H (-5.28208, -1.00404, -1.75343)
H (-4.05263, -1.20094, -3.03255)
H (-3.78962, -0.03360, -1.71663)
H (-4.36912, -3.83335, -0.44608)
H (-3.15186, -4.02687, -1.71715)
H (-4.78816, -3.48545, -2.14378)
C (5.08239, 5.45879, -1.78215)
O (4.03256, 4.96428, -2.15231)
N (5.95556, 4.88602, -0.92010)
C (7.18996, 5.54155, -0.52906)
C (5.64560, 3.57680, -0.37321)
H (5.41281, 6.44793, -2.13683)
H (8.03643, 4.91318, -0.81391)
H (7.19508, 5.68431, 0.55160)
H (7.28513, 6.51113, -1.01841)
H (5.53878, 2.86340, -1.19480)
H (4.69838, 3.62960, 0.17003)
H (6.43445, 3.24742, 0.29997)
C (-2.09636, -5.72463, -3.79343)
O (-3.02398, -4.94399, -3.67438)
N (-2.19871, -6.98763, -4.26790)
C (-1.04860, -7.86317, -4.38178)
C (-3.50256, -7.47945, -4.67509)
H (-1.06729, -5.45001, -3.51291)
H (-0.92219, -8.15691, -5.42613)
H (-1.21328, -8.75447, -3.77235)
H (-0.14344, -7.36137, -4.04105)
H (-3.89654, -6.84284, -5.46975)
H (-4.18611, -7.43727, -3.82486)
H (-3.42608, -8.50485, -5.03215)
C (5.93454, 4.13673, 2.85398)
O (6.85645, 3.84458, 2.11658)
N (5.52089, 3.39988, 3.91206)
C (4.41180, 3.81057, 4.74962)
C (6.21262, 2.15939, 4.21503)
H (5.34550, 5.05704, 2.71028)
H (4.76194, 3.93042, 5.77720)
H (3.63441, 3.04328, 4.71923)
H (3.99333, 4.75550, 4.40371)
H (7.26586, 2.37131, 4.40825)
H (6.14508, 1.48898, 3.35602)
H (5.76972, 1.68187, 5.08732)
C (-3.96687, -5.23510, 3.54009)
O (-4.61729, -6.08483, 4.11339)
N (-2.62784, -5.06229, 3.66096)
C (-1.91920, -4.02133, 2.94126)
C (-1.88486, -5.94778, 4.53798)
H (-4.43475, -4.51240, 2.85142)
H (-1.16420, -4.47924, 2.29945)
H (-1.43095, -3.35759, 3.66042)
H (-2.60059, -3.44089, 2.32735)
H (-2.01104, -6.97896, 4.20181)
H (-2.27703, -5.86348, 5.55362)
H (-0.82760, -5.68762, 4.53122)

Forces on atoms 1 to 3 (eV/Å):
C 0.82 -0.05 0.54
C 0.07 0.12 -0.34
C 0.18 -0.74 0.84


No. 6
This record from the OMol25 dataset describes a molecular structure, C11H29Cl2OPZr at a distorted geometry. The level of theory is wB97M-V/def2-TZVPD.

As for the gap between HOMO and LUMO: 7.8 eV. As for the spin multiplicity: 1. The charge is 0. The LUMO energy is -0.05 eV.

Cartesian coordinates (Å):
Zr (-1.09442, 2.29804, 2.59057)
Cl (-1.39145, 1.03225, 0.58121)
Cl (1.09949, 3.09581, 2.47618)
H (-0.57390, 1.28468, 3.94978)
H (-2.86388, 2.54320, 2.39064)
P (0.61104, -1.15095, -0.91406)
C (-0.52392, -1.39916, -2.41078)
C (2.25154, -1.18727, -1.78696)
C (0.53348, -2.92052, -0.28664)
C (-1.19439, -0.07059, -2.75754)
H (-1.28195, -2.07864, -1.98261)
C (0.03522, -2.04482, -3.68137)
H (0.78813, -1.41734, -4.17581)
H (-0.81474, -2.15228, -4.37162)
H (0.45455, -3.04336, -3.52597)
H (-1.65272, 0.38133, -1.87710)
H (-1.97786, -0.25456, -3.49892)
H (-0.48287, 0.64634, -3.17722)
H (-0.55848, -3.09311, -0.28532)
C (1.03160, -2.95916, 1.16353)
C (1.17952, -4.02895, -1.12298)
H (0.68769, -4.17055, -2.09029)
H (1.06012, -4.96543, -0.55868)
H (2.25361, -3.87049, -1.28705)
H (0.55353, -2.18195, 1.76963)
H (2.11786, -2.82993, 1.22244)
H (0.78116, -3.93557, 1.59343)
C (2.46348, 0.10722, -2.57564)
H (2.16132, -2.03925, -2.47733)
C (3.42321, -1.42347, -0.82706)
H (1.76292, 0.22754, -3.40681)
H (3.47814, 0.09336, -2.99396)
H (2.37724, 0.99037, -1.92558)
H (3.38776, -0.73930, 0.03461)
H (4.35585, -1.22796, -1.37435)
H (3.47355, -2.45069, -0.45028)
C (-3.94059, 5.10349, 4.58357)
C (-2.70584, 5.16363, 3.69274)
O (-1.72994, 4.11577, 3.98499)
H (-4.37122, 4.09819, 4.60626)
H (-4.70347, 5.77910, 4.18608)
H (-3.72119, 5.42808, 5.60507)
H (-2.94494, 5.01632, 2.63830)
H (-2.18575, 6.12856, 3.80079)
H (-1.60852, 4.10196, 4.95211)

Forces on atoms 1 to 3 (eV/Å):
Zr -0.07 -0.51 -0.81
Cl 0.05 0.45 0.96
Cl 0.51 0.77 -0.23